Record 1
A single C2H5N3O2S molecule in a non-equilibrium geometry. Source: the OMol25 dataset; level of theory: ωB97M-V/def2-TZVPD.

```
13
Properties=species:S:1:pos:R:3:lowdin_charge:R:1
N -1.0258 -0.7933 1.5789 0.02
N 0.1042 0.0360 1.6885 -0.01
C 0.5944 0.7320 0.5924 -0.62
O 1.7123 1.1556 0.5291 0.07
N -0.4683 1.0212 -0.3080 -0.30
S -0.0893 1.4771 -1.8607 0.95
C 0.5590 -0.0706 -2.5494 -0.54
O 0.5846 -1.0501 -1.8761 -0.01
H -0.7565 -1.7696 1.4440 0.10
H -1.5619 -0.7969 2.4245 0.08
H 0.8696 -0.4083 2.1404 0.13
H -1.2908 0.4456 -0.1766 0.07
H 0.7685 0.0213 -3.6268 0.08
```

As for the charge: 0. The value obtained for the strongest force on any atom is 2.2 eV/Å. As for the highest occupied orbital energy: -0.35450 hartree. Its energy is -21554.87419 eV. The value obtained for the frontier orbital gap is 10.3 eV. The structure (SMILES) is NNC(=O)NSC=O. Its energy above the lowest of the compared OMol25 structures with the same formula, charge and spin is 1.039 eV.



Record 2
C3H8CsO as an isolated structure in a non-equilibrium geometry. Source: the OMol25 dataset; level of theory: ωB97M-V/def2-TZVPD.

```
13
Properties=species:S:1:pos:R:3:lowdin_charge:R:1
Cs -1.5389 -2.1435 -4.9887 0.97
C 0.0491 1.5101 0.7930 -0.04
C 0.5339 0.0339 0.4799 -0.45
C -0.6089 -0.9792 0.2661 -0.06
O 1.2994 -0.0981 -0.7152 -0.07
H -0.6447 1.8323 0.0166 0.07
H 0.8015 2.2971 0.8439 0.07
H -0.4642 1.5930 1.7510 0.07
H 1.1610 -0.3660 1.2767 0.13
H -1.3463 -0.8033 1.0493 0.08
H -0.2786 -2.0172 0.3052 0.08
H -1.1728 -0.8434 -0.6568 0.06
H 2.2095 -0.0158 -0.4210 0.09
```

As for the charge: +1. The value obtained for the strongest force on any atom is 1.4 eV/Å. As for the highest occupied orbital energy: -0.46562 hartree. Its energy is -5830.32507 eV. The value obtained for the frontier orbital gap is 8.6 eV. Its energy above the lowest of the compared OMol25 structures with the same formula, charge and spin is 0.799 eV.



Record 3
A 3-piece molecular cluster, C4H13NO2 overall in a non-equilibrium geometry. Source: the OMol25 dataset; level of theory: ωB97M-V/def2-TZVPD.

```
20
Properties=species:S:1:pos:R:3:lowdin_charge:R:1
C -0.8140 0.0596 -0.5496 -0.04
N -0.5866 0.2858 0.7375 -0.02
C 0.7163 0.9263 1.0387 -0.28
C 1.9068 0.6406 0.1353 -0.27
C 3.2026 0.2701 0.9206 -0.09
H -0.2423 -0.0533 -1.3641 0.01
H -1.7758 -0.3164 -0.7997 0.05
H 0.3884 1.9636 0.9997 0.10
H 0.9974 0.6186 2.1578 0.13
H 1.6614 -0.0444 -0.7239 0.09
H 1.9764 1.5866 -0.5026 0.12
H 3.9037 1.0338 0.5525 0.08
H 2.9532 0.2680 2.0187 0.07
H 3.3945 -0.7505 0.7742 0.04
O -0.8412 1.7882 -5.4152 -0.06
H -0.8057 0.8163 -5.3237 0.04
H -1.5027 1.8611 -6.0952 0.02
O -3.1175 -3.5680 3.7439 -0.23
H -2.5826 -3.2305 2.8083 0.14
H -2.6597 -2.8954 4.4364 0.09
```

As for the charge: 0. The value obtained for the strongest force on any atom is 6.7 eV/Å. As for the highest occupied orbital energy: -0.35989 hartree. Its energy is -9940.68164 eV. The value obtained for the frontier orbital gap is 10.4 eV. The structure (SMILES) is C=NCCC.O.O. Its energy above the lowest of the compared OMol25 structures with the same formula, charge and spin is 3.515 eV.



Record 4
A single CH3BrClP molecule in a non-equilibrium geometry. Source: the OMol25 dataset; level of theory: ωB97M-V/def2-TZVPD.

```
7
Properties=species:S:1:pos:R:3:lowdin_charge:R:1
C 0.0723 -0.4738 0.7728 -0.32
P -0.9781 0.4116 -0.8241 0.11
Cl -0.5363 2.3693 -0.6210 0.08
Br 0.6441 -0.1568 -2.2817 0.16
H -0.3470 -1.4760 0.8968 0.01
H 0.1565 0.0085 1.7489 0.02
H 0.9885 -0.6828 0.3082 -0.07
```

As for the charge: 0. The value obtained for the strongest force on any atom is 2.8 eV/Å. As for the highest occupied orbital energy: -0.35138 hartree. Its energy is -92939.97052 eV. The value obtained for the frontier orbital gap is 9.8 eV. The structure (SMILES) is CP(Cl)Br. Its energy above the lowest of the compared OMol25 structures with the same formula, charge and spin is 0.373 eV.



Record 5
CH3I2N2 as an isolated structure in a non-equilibrium geometry. Source: the OMol25 dataset; level of theory: ωB97M-V/def2-TZVPD.

```
8
Properties=species:S:1:pos:R:3:lowdin_charge:R:1
C 1.1778 -0.3804 -0.0320 -0.94
N -0.1353 -0.6762 0.0674 0.09
N 1.5999 0.8356 -0.0552 -0.04
I 2.5007 -2.0184 0.0040 0.96
I 4.3639 1.0221 -0.0018 0.61
H -0.7559 0.0776 -0.2007 0.13
H -0.5473 -1.5783 -0.0980 0.11
H 1.2456 1.7450 -0.2885 0.08
```

As for the charge: +1. The value obtained for the strongest force on any atom is 3.6 eV/Å. As for the highest occupied orbital energy (spin up / spin down): -0.52168 / -0.52334 hartree. Its energy is -20257.65745 eV. The value obtained for the frontier orbital gap (spin up / spin down) is 6.3 / 6.4 eV. Its energy above the lowest of the compared OMol25 structures with the same formula, charge and spin is 1.872 eV.